Entry 1:
24
Properties=species:S:1:pos:R:3:lowdin_spin:R:1 method="wB97M-V/def2-TZVPD" e_homo_ha="0.036 / -0.274" charge=-1 energy_ev=-12595.9613 lumo_ev="2.952 / 2.892" orbital_gap_ev="1.96 / 10.34" s_squared=0.750 e_above_lowest_kj_mol=38.76 multiplicity=2
C 0.122 -0.888 -1.748 0.060
O 0.947 0.244 -1.421 0.063
C -0.220 -1.785 -0.593 0.032
C -0.898 -3.120 -0.956 0.006
C -1.873 -3.012 -2.130 0.008
H -0.747 -0.324 -2.068 0.007
H 0.476 -1.390 -2.650 0.009
H 1.874 -0.013 -1.490 0.021
H -0.901 -1.282 0.093 0.011
H 0.658 -2.010 0.017 0.010
H -1.486 -3.431 -0.106 0.001
H -0.154 -3.862 -1.254 0.002
H -2.540 -2.135 -2.107 0.002
H -2.628 -3.799 -2.062 0.001
H -1.428 -2.892 -3.106 0.002
H -0.930 5.185 3.488 0.086
H 0.546 4.813 3.663 0.086
O -0.326 4.718 4.084 0.241
H 1.054 1.646 4.438 0.033
H 0.097 2.472 3.675 0.040
O 0.940 2.003 3.551 0.130
H 2.322 3.484 0.105 0.052
H 2.347 2.250 -0.736 0.013
O 2.749 3.127 -0.688 0.086

---

Entry 2:
24
Properties=species:S:1:pos:R:3:mulliken_charge:R:1 method="wB97M-V/def2-TZVPD" e_homo_ha=-0.352 smiles=CO.CO.CO.CO energy_ev=-12595.3132 lumo_ev=0.553 orbital_gap_ev=10.15 e_above_lowest_kj_mol=243.47 multiplicity=1
C -2.523 2.835 0.096 -0.204
O -3.430 2.665 1.152 -0.488
H -1.923 3.749 0.189 0.278
H -1.875 1.965 0.048 -0.131
H -3.018 2.917 -0.884 0.272
H -4.091 3.359 1.089 0.291
C -2.080 -0.402 2.942 -0.297
O -1.362 -1.280 2.109 -0.501
H -2.914 -0.965 3.358 0.235
H -1.451 -0.016 3.753 0.235
H -2.487 0.464 2.406 -0.001
H -0.675 -0.774 1.655 0.426
C 1.992 0.174 0.187 -0.580
O 0.707 0.177 0.808 -0.541
H 2.393 1.184 0.087 0.261
H 2.668 -0.319 0.887 0.247
H 1.980 -0.408 -0.733 0.221
H 0.093 0.692 0.276 0.283
C 2.963 -2.480 -2.921 -0.466
O 3.477 -2.880 -4.189 -0.528
H 3.123 -1.411 -2.816 0.138
H 1.971 -2.852 -2.673 0.289
H 3.614 -2.963 -2.174 0.261
H 2.845 -3.434 -4.651 0.301

---

Entry 3:
35
Properties=species:S:1:pos:R:3:mulliken_charge:R:1 method="wB97M-V/def2-TZVPD" e_homo_ha=-0.508 charge=+2 energy_ev=-33166.9085 lumo_ev=-7.335 orbital_gap_ev=6.48 e_above_lowest_kj_mol=0.00 multiplicity=1
Al -0.578 -0.288 -0.339 1.046
O 0.229 -2.230 -0.248 -0.571
H -0.037 -3.056 0.202 0.176
C 2.540 -0.446 -0.824 0.699
O 1.365 -0.458 -0.445 -0.439
N 3.414 -1.341 -0.508 -0.396
N 3.115 0.514 -1.435 -0.342
H 3.150 -2.115 0.084 0.275
H 4.369 -1.056 -0.673 0.155
H 4.092 0.453 -1.687 0.163
H 2.607 1.376 -1.568 0.242
C -0.033 -0.196 -3.486 0.736
O -0.335 -0.229 -2.270 -0.766
N -0.722 -0.678 -4.477 -0.345
N 1.017 0.503 -3.822 -0.336
H -0.374 -0.399 -5.383 0.188
H -1.663 -1.029 -4.374 0.265
H 0.816 0.744 -4.782 0.235
H 1.199 1.200 -3.114 0.156
C -0.452 -0.769 2.751 0.622
O -0.252 -0.827 1.566 -0.298
N -0.439 0.365 3.427 -0.399
N -0.768 -1.744 3.528 -0.401
H -0.231 1.269 3.028 0.181
H -0.683 0.322 4.406 0.183
H -0.926 -2.598 3.012 0.261
H -1.156 -1.470 4.419 0.195
C -2.357 1.243 1.396 1.000
O -2.176 0.211 0.860 -0.424
N -2.034 2.414 0.891 -0.434
N -2.885 1.449 2.500 -0.301
H -2.198 3.257 1.422 0.177
H -1.480 2.432 0.046 0.107
H -3.016 0.757 3.224 0.224
H -3.119 2.416 2.674 0.163

---

Entry 4:
25
Properties=species:S:1:pos:R:3:lowdin_spin:R:1 method="wB97M-V/def2-TZVPD" e_homo_ha="-0.298 / -0.323" energy_ev=-11496.4958 lumo_ev="0.912 / 0.177" orbital_gap_ev="9.02 / 8.96" s_squared=0.753 e_above_lowest_kj_mol=0.00 multiplicity=2
C -0.159 0.932 0.153 0.108
N 1.325 1.330 0.551 0.013
C -0.213 0.413 -1.165 0.611
N 0.324 -2.189 -0.160 0.044
C -2.223 -0.606 -2.322 0.034
C -1.502 0.719 -1.916 0.070
H -0.370 0.212 0.951 0.027
H -0.666 1.840 0.422 0.019
H 1.917 0.446 0.401 0.001
H 1.617 1.882 -0.337 0.000
H 0.607 0.510 -1.861 0.030
H 0.476 -3.194 -0.192 0.002
H -0.055 -1.685 -0.945 0.019
H 0.989 -1.702 0.485 0.000
H -3.149 -0.356 -2.820 0.003
H -1.504 -1.107 -2.987 0.001
H -2.417 -1.207 -1.418 0.001
H -2.170 1.320 -1.301 0.002
H -1.354 1.349 -2.805 0.014
H 0.986 1.900 3.813 0.000
H 1.065 1.521 2.265 0.000
O 0.737 1.201 3.157 0.001
H 2.362 -1.860 2.726 0.000
H 1.628 -0.452 2.970 0.000
O 1.750 -1.215 2.333 0.001

---

Entry 5:
25
Properties=species:S:1:pos:R:3:mulliken_charge:R:1 method="wB97M-V/def2-TZVPD" e_homo_ha=-0.471 charge=+1 energy_ev=-11492.2971 lumo_ev=-2.810 orbital_gap_ev=10.01 e_above_lowest_kj_mol=153.77 multiplicity=1
C -0.240 -0.419 -0.715 -0.881
N 1.265 -0.372 -0.509 -0.031
C 1.588 -1.231 0.675 -0.877
C -0.869 0.562 0.311 -0.419
N -0.041 1.751 0.504 -0.449
C -0.801 2.903 1.039 -0.989
H -0.409 -0.116 -1.734 0.416
H -0.636 -1.432 -0.571 0.314
H 1.668 -0.786 -1.369 0.307
H 1.170 -2.242 0.632 0.353
H 2.650 -1.527 0.585 0.378
H 1.285 -0.728 1.576 0.339
H -1.806 0.931 -0.156 0.479
H -1.235 0.083 1.234 0.412
H 1.557 0.606 -0.428 0.394
H 0.671 1.515 1.189 0.242
H -0.114 3.749 1.003 0.353
H -1.608 3.198 0.365 0.358
H -1.023 2.751 2.100 0.336
H 2.120 -1.946 -3.427 0.346
H 1.499 -0.587 -3.794 0.344
O 2.138 -1.011 -3.194 -0.718
H -2.603 -2.520 1.334 0.293
H -3.569 -1.566 1.824 0.297
O -2.659 -1.564 1.527 -0.598

---

Entry 6:
25
Properties=species:S:1:pos:R:3:mulliken_charge:R:1 method="wB97M-V/def2-TZVPD" e_homo_ha=-0.467 charge=+1 energy_ev=-11491.1560 lumo_ev=-3.145 orbital_gap_ev=9.57 e_above_lowest_kj_mol=263.87 multiplicity=1
N 1.537 -0.892 -0.836 -0.193
C 0.836 0.341 -1.198 -0.495
C 0.481 1.264 -0.011 -0.842
N -0.376 0.550 0.968 0.112
C -1.736 1.022 0.888 -1.395
C 0.181 0.614 2.324 -0.922
H 2.384 -0.676 -0.193 0.376
H 2.050 -1.183 -1.705 0.417
H 1.034 -1.620 -0.287 0.288
H -0.146 -0.185 -1.463 0.257
H 1.231 0.913 -2.019 0.432
H -0.169 2.171 -0.283 0.333
H 1.544 1.598 0.414 0.292
H -1.764 2.063 1.018 0.485
H -2.259 0.462 1.636 0.432
H -2.034 0.813 -0.152 0.312
H 0.043 -0.340 2.785 0.329
H -0.414 1.370 2.978 0.316
H 1.284 0.675 2.342 0.374
H -0.880 -1.529 -3.290 0.328
H -0.964 -0.389 -4.275 0.309
O -0.374 -0.739 -3.622 -0.638
H -0.769 -2.789 1.610 0.320
H -0.358 -1.326 1.372 0.468
O -0.362 -2.188 1.000 -0.696

---

- Look up the multiplicity of the second one.
  1

---

Copy entry 2 word for word.
24
Properties=species:S:1:pos:R:3:mulliken_charge:R:1 method="wB97M-V/def2-TZVPD" e_homo_ha=-0.352 smiles=CO.CO.CO.CO energy_ev=-12595.3132 lumo_ev=0.553 orbital_gap_ev=10.15 e_above_lowest_kj_mol=243.47 multiplicity=1
C -2.523 2.835 0.096 -0.204
O -3.430 2.665 1.152 -0.488
H -1.923 3.749 0.189 0.278
H -1.875 1.965 0.048 -0.131
H -3.018 2.917 -0.884 0.272
H -4.091 3.359 1.089 0.291
C -2.080 -0.402 2.942 -0.297
O -1.362 -1.280 2.109 -0.501
H -2.914 -0.965 3.358 0.235
H -1.451 -0.016 3.753 0.235
H -2.487 0.464 2.406 -0.001
H -0.675 -0.774 1.655 0.426
C 1.992 0.174 0.187 -0.580
O 0.707 0.177 0.808 -0.541
H 2.393 1.184 0.087 0.261
H 2.668 -0.319 0.887 0.247
H 1.980 -0.408 -0.733 0.221
H 0.093 0.692 0.276 0.283
C 2.963 -2.480 -2.921 -0.466
O 3.477 -2.880 -4.189 -0.528
H 3.123 -1.411 -2.816 0.138
H 1.971 -2.852 -2.673 0.289
H 3.614 -2.963 -2.174 0.261
H 2.845 -3.434 -4.651 0.301